Record 1
Here is a molecular structure, C11H9B2CrN3O26S in a non-equilibrium geometry from the OMol25 dataset. Energies are from ωB97M-V/def2-TZVPD.

Output
net charge: -2
spin multiplicity: 5
highest occupied orbital energy (spin up / spin down): -3.088 / -3.482 eV
F_max: 6.14 eV/A
energy above the lowest of the compared OMol25 structures with the same formula, charge and spin: 231.4 kJ/mol
E_LUMO (spin up / spin down): 3.01 / 3.00 eV
frontier orbital gap (spin up / spin down): 6.1 / 6.5 eV

Last column: Mulliken spin population.
Positions of all 53 atoms, in Å:
H (3.53, 1.12, 3.65)  0.000
H (4.74, 0.51, 2.46)  0.000
H (2.25, -5.04, 2.07)  0.000
Cr (0.80, -0.18, -0.78)  3.923
O (1.44, -2.62, 0.23)  0.012
C (1.29, -3.97, -3.36)  0.003
N (0.79, -2.57, -3.38)  0.006
H (2.37, -3.99, -3.47)  0.000
H (3.45, 1.54, 1.94)  0.000
O (-2.21, -2.68, 2.15)  0.002
C (-1.23, -0.51, 1.95)  0.019
C (-4.01, 4.85, -3.30)  0.000
O (-1.87, 2.49, -2.43)  0.005
H (0.73, -5.30, 1.21)  0.000
O (-2.76, 1.19, 4.56)  0.000
O (2.96, -1.48, 2.84)  0.010
H (0.85, -4.52, -4.19)  0.000
B (-2.60, 3.06, -3.64)  0.000
O (-1.97, 4.25, -4.14)  0.000
O (0.19, -2.22, -4.42)  0.014
O (3.37, 2.56, -0.91)  -0.003
C (-1.50, 1.23, -2.81)  0.018
O (0.98, -1.84, -2.40)  0.000
B (-1.82, 0.13, 4.13)  -0.001
O (2.00, 2.27, -2.85)  0.000
C (3.69, 0.74, 2.64)  0.003
O (2.61, 0.37, -1.60)  -0.007
O (-2.75, 2.76, 6.17)  0.000
O (-2.33, 6.48, -3.71)  0.000
S (2.31, 1.79, -1.54)  -0.006
C (1.41, -4.53, 1.59)  0.001
N (2.70, -0.39, 2.29)  0.012
C (-2.04, 0.95, -4.34)  0.001
O (-2.64, 1.95, -4.72)  0.002
O (3.13, -4.10, 0.11)  0.001
O (-0.78, 0.14, 5.17)  0.001
O (1.08, 1.75, -0.73)  0.004
C (-1.04, 1.09, 6.06)  0.000
O (-3.90, 3.54, -3.25)  0.000
C (-1.97, -1.65, 2.63)  0.003
O (-0.39, 1.31, 7.09)  0.000
O (-5.05, 5.51, -3.11)  0.000
O (-2.36, -1.19, 3.83)  0.001
C (-2.32, 1.80, 5.59)  0.000
O (-0.53, -0.56, 0.86)  0.004
O (2.01, -0.17, 1.31)  -0.027
O (-1.13, 0.48, 2.85)  0.006
C (-2.65, 5.32, -3.76)  0.000
O (-0.87, 0.41, -2.09)  -0.005
N (2.00, -3.70, 0.52)  0.001
O (-1.86, -0.11, -4.86)  0.001
H (1.02, -4.35, -2.37)  0.000
H (0.87, -3.92, 2.30)  0.000

Record 2
Here is a molecular structure, C4H16Cl2O4V in a non-equilibrium geometry from the OMol25 dataset. Energies are from ωB97M-V/def2-TZVPD.

Output
spin multiplicity: 4
highest occupied orbital energy (spin up / spin down): -7.548 / -8.979 eV
F_max: 1.67 eV/A
E_LUMO (spin up / spin down): 0.35 / 0.34 eV
frontier orbital gap (spin up / spin down): 7.9 / 9.3 eV

Last column: Mulliken spin population.
Positions of all 27 atoms, in Å:
O (-0.01, -0.25, -2.53)  0.002
O (0.02, 0.63, 1.81)  -0.008
H (-0.07, -3.95, 0.61)  0.000
H (-1.41, 1.40, 3.16)  0.000
H (-0.25, 4.20, -0.49)  0.001
O (-0.66, 2.16, -0.85)  -0.005
V (-0.09, 0.10, -0.33)  2.981
H (-0.91, -2.67, 1.50)  0.000
H (-1.51, 2.49, -1.17)  0.002
H (-0.70, 3.25, 0.89)  -0.001
H (1.82, -0.53, -3.45)  0.000
Cl (2.44, 0.65, -0.34)  0.004
C (0.03, -2.96, 1.06)  0.004
H (0.64, -1.59, -4.08)  0.002
H (-1.71, -0.24, 2.55)  -0.004
O (0.51, -2.04, 0.09)  -0.008
H (1.21, -1.97, -2.53)  -0.002
C (-0.95, 0.46, 2.86)  0.008
H (-0.25, 0.38, -3.22)  0.000
H (0.95, 3.07, 0.09)  0.001
C (0.94, -1.11, -3.14)  0.008
Cl (-2.52, -0.59, -0.12)  0.008
H (-0.40, 0.10, 3.74)  0.001
H (0.79, -3.13, 1.83)  0.000
H (0.75, 1.13, 2.19)  0.001
H (1.44, -2.21, -0.10)  -0.001
C (-0.12, 3.21, -0.03)  0.006

Record 3
Here is 14 unconnected molecules or ions with the total composition C6H38O13 in a non-equilibrium geometry from the OMol25 dataset. Energies are from ωB97M-V/def2-TZVPD.

Output
spin multiplicity: 1
highest occupied orbital energy: -9.211 eV
F_max: 4.54 eV/A
energy above the lowest of the compared OMol25 structures with the same formula, charge and spin: 147.7 kJ/mol
E_LUMO: 0.03 eV
frontier orbital gap: 9.2 eV

Last column: Mulliken charge in e.
Positions of all 57 atoms, in Å:
H (0.60, -4.84, 1.30)  0.340
H (-2.99, -0.54, 3.62)  0.244
O (-3.43, 1.02, -0.78)  -0.737
O (0.14, 2.46, 2.76)  -0.628
H (-0.25, 0.54, -4.20)  0.309
H (-2.33, -1.57, 2.50)  0.317
H (3.19, -0.07, -1.00)  0.285
H (-3.90, 0.42, -0.23)  0.257
H (0.90, 2.47, -1.35)  0.269
H (3.00, 0.59, 1.64)  0.449
O (-2.29, -0.76, -2.24)  -0.687
H (1.86, 2.08, -2.50)  0.351
O (-2.29, -0.68, 2.95)  -0.674
H (-1.72, 3.74, -1.65)  0.259
O (-1.57, 1.27, 1.14)  -0.583
H (0.61, 2.93, 1.36)  0.569
C (2.48, -0.83, -0.63)  -1.321
H (0.11, -1.88, -1.00)  -0.028
H (1.50, 0.00, 1.17)  -0.011
O (0.93, 2.00, -2.25)  -0.705
O (-1.60, 3.35, -0.82)  -0.588
H (2.82, 2.14, 1.98)  0.296
H (-1.72, -3.87, 2.14)  0.324
H (3.01, -1.48, 0.04)  0.471
H (0.58, 0.42, -2.86)  0.474
O (0.77, -2.70, -3.40)  -0.621
H (-0.19, 3.16, 3.33)  0.308
H (-0.86, -1.19, 0.37)  -0.002
O (2.98, 2.64, -0.57)  -0.750
O (0.69, 3.43, 0.49)  -0.815
C (0.25, -1.53, 0.06)  0.265
H (-3.16, 0.44, -1.46)  0.450
H (-0.61, 2.05, 2.33)  0.491
H (1.74, -1.61, 2.34)  0.209
H (0.72, 0.71, -0.22)  -0.732
H (-1.77, 1.16, 0.20)  0.187
H (-1.95, -4.61, 0.88)  0.320
H (-0.10, 3.20, 0.07)  0.183
O (-2.32, -3.97, 1.49)  -0.629
O (3.42, 1.39, 1.87)  -0.779
H (0.40, -1.80, -3.25)  0.304
C (0.46, -3.94, 0.61)  -1.813
H (1.40, -2.56, -4.06)  0.304
H (2.21, 3.11, -0.11)  0.412
H (1.09, -3.18, 3.15)  0.390
C (0.87, -2.38, 2.39)  -0.767
H (-2.24, 2.67, -0.80)  0.305
O (-0.03, -0.14, -3.45)  -0.802
H (2.18, -1.45, -1.51)  0.421
C (1.20, -0.31, 0.10)  1.090
H (-1.43, -0.59, -2.68)  0.413
H (-2.60, -1.69, -2.39)  0.285
H (-0.05, -1.81, 2.84)  0.050
H (0.32, -4.41, -0.30)  0.524
H (-1.91, 0.45, 1.62)  0.246
C (0.55, -2.68, 0.98)  0.885
H (3.53, 2.33, 0.22)  0.416

Record 4
Here is a single C4H8ClO4P molecule in a non-equilibrium geometry from the OMol25 dataset. Energies are from ωB97M-V/def2-TZVPD.

Output
SMILES: COP(=O)(OC)O/C=C/Cl
spin multiplicity: 1
highest occupied orbital energy: -9.209 eV
F_max: 3.98 eV/A
E_LUMO: 0.68 eV
frontier orbital gap: 9.9 eV

Last column: Mulliken charge in e.
Positions of all 18 atoms, in Å:
H (2.47, -0.34, -1.86)  0.318
C (1.07, 0.66, 2.20)  -0.709
H (2.11, 0.60, 2.02)  0.319
O (1.62, -1.76, 0.11)  -0.703
H (1.47, 0.27, -3.11)  0.261
H (0.99, -0.15, 3.00)  0.291
P (0.53, -0.81, 0.01)  0.880
O (0.29, 0.28, 1.12)  -0.208
H (0.64, 1.54, 2.68)  0.265
H (1.93, 1.45, -1.82)  0.243
H (-2.19, 1.06, 0.47)  0.344
O (-0.91, -1.45, -0.15)  -0.282
C (-2.12, -0.91, -0.29)  -0.035
C (1.63, 0.38, -2.06)  -0.685
H (-2.87, -1.69, -0.63)  0.266
C (-2.70, 0.26, -0.05)  -0.136
O (0.42, 0.09, -1.28)  -0.240
Cl (-4.38, 0.53, -0.35)  -0.191

Q: Look up the spin multiplicity of the fourth one.
A: 1